This record from the Open Molecules 2025 dataset describes a 10-piece molecular cluster, H20O10 overall. The level of theory is wB97M-V/def2-TZVPD.

```
30
Properties=species:S:1:pos:R:3:mulliken_charge:R:1
O 11.97104 10.19930 18.58842 -0.646
H 12.40594 10.61082 17.84161 0.324
H 12.66421 9.70740 19.02863 0.319
O 8.37598 13.50315 15.30062 -0.634
H 7.94624 14.13724 15.87463 0.316
H 8.45262 12.71116 15.83269 0.320
O 11.74121 7.54356 12.95890 -0.635
H 11.97322 8.04960 13.73757 0.318
H 10.86985 7.85867 12.71874 0.318
O 13.54834 15.14690 19.74413 -0.640
H 13.54315 14.55560 20.49683 0.321
H 12.62351 15.32181 19.56995 0.320
O 17.28636 14.89495 15.48471 -0.634
H 17.88938 15.57550 15.18564 0.316
H 16.87420 15.26557 16.26510 0.321
O 15.07662 7.59050 9.04286 -0.640
H 14.38182 7.52140 9.69762 0.320
H 14.71335 7.17201 8.26238 0.319
O 13.83231 11.68566 14.64787 -0.634
H 13.99025 11.51022 13.72024 0.320
H 14.45493 12.37774 14.87063 0.315
O 13.76332 12.44625 7.34257 -0.641
H 14.53740 12.80006 7.78057 0.324
H 13.11773 12.34379 8.04183 0.316
O 10.60402 13.55543 10.95369 -0.639
H 10.41974 14.19181 10.26282 0.321
H 10.14640 13.89628 11.72223 0.316
O 15.94046 14.76642 10.81954 -0.632
H 16.19567 14.77509 11.74205 0.310
H 15.11252 15.24619 10.79507 0.321
```

Calculated values
SMILES   O.O.O.O.O.O.O.O.O.O
HOMO   -11.249 eV
Total charge   0

---

This record from the Open Molecules 2025 dataset describes a 9-piece molecular cluster, H20O10 overall. The level of theory is wB97M-V/def2-TZVPD.

```
30
Properties=species:S:1:pos:R:3:mulliken_charge:R:1
H -0.15748 -0.65624 0.24783 0.166
H 0.51028 -0.42917 1.59415 0.294
H 0.02489 2.12332 -2.68258 0.291
H 1.24393 1.92222 -3.56776 0.268
H 0.84611 3.31960 1.87996 0.360
H 0.83537 2.79596 0.45317 0.308
H -4.98479 -2.20589 -1.39269 0.320
H -3.79215 -2.46175 -0.48594 0.339
H -0.01345 1.36224 3.77793 0.381
H 1.16085 1.99533 3.04975 0.327
H 3.25580 -1.98352 -3.53053 0.318
H 1.74408 -1.83465 -3.58125 0.318
H -1.13188 0.55725 2.17354 0.307
H -0.73936 2.02556 2.17895 0.325
H 2.84208 0.28390 -1.91431 0.304
H 3.04643 1.02008 -0.60042 0.277
H -3.18221 0.22231 0.82756 0.267
H -2.54251 -0.58092 -0.29300 0.342
H 0.64081 -4.34482 0.28249 0.313
H -0.26808 -4.17789 1.48918 0.322
O -0.17595 -0.07567 1.01698 -0.490
O 0.98182 2.01443 -2.64484 -0.551
O 1.32183 3.38183 1.04401 -0.636
O -4.25978 -2.82402 -1.24691 -0.639
O 0.46440 2.19419 3.68568 -0.676
O 2.56124 -1.35916 -3.76874 -0.645
O -0.36905 1.14027 2.08888 -0.674
O 2.83277 1.16719 -1.52869 -0.567
O -3.34186 -0.52711 0.24285 -0.636
O 0.64588 -4.06485 1.20476 -0.633
```

Calculated values
HOMO   -8.614 eV
Total charge   0

---

This record from the Open Molecules 2025 dataset describes a 10-piece molecular cluster, H20O10 overall. The level of theory is wB97M-V/def2-TZVPD.

```
30
Properties=species:S:1:pos:R:3:mulliken_charge:R:1
O -2.12345 -0.63032 1.30750 -0.824
H -2.31466 -0.91187 0.42697 0.448
H -2.33962 0.38178 1.33885 0.381
O -1.96964 -1.25434 -1.30838 -0.819
H -1.97700 -0.21121 -1.37287 0.435
H -2.95663 -1.39729 -1.54084 0.339
O 0.29945 -2.75683 -0.73981 -0.742
H -0.46046 -2.44682 -1.11452 0.354
H 0.09474 -2.56672 0.26973 0.470
O 1.07381 1.62830 -1.80435 -0.824
H 1.16199 0.59907 -1.55470 0.468
H 1.24066 1.82529 -0.85245 0.400
O 2.09462 -0.94749 -0.75053 -0.891
H 1.58960 -1.98051 -0.80172 0.466
H 2.94623 -0.88069 -1.56313 0.330
O 0.15192 -1.89740 2.01680 -0.811
H -0.28559 -2.61160 2.68454 0.350
H -0.65146 -1.34707 1.86418 0.476
O -1.28703 1.16844 -1.98272 -0.639
H -0.37206 1.24646 -2.30613 0.340
H -1.78976 1.32082 -2.83078 0.309
O 2.33304 0.17303 1.80121 -0.814
H 1.54587 -0.28883 2.08126 0.350
H 2.58375 -0.36737 0.91678 0.424
O 1.23844 2.50987 0.60723 -0.688
H 1.58551 3.29615 0.98262 0.292
H 1.70928 1.82559 1.17302 0.420
O -1.68929 2.03882 0.97616 -0.744
H -1.54778 2.21909 -0.02560 0.328
H -0.73758 2.03900 1.23998 0.415
```

Calculated values
SMILES   O.O.O.O.O.O.O.O.O.O
HOMO   -10.826 eV
Total charge   0

---

This record from the Open Molecules 2025 dataset describes a 10-piece molecular cluster, H20O10 overall. The level of theory is wB97M-V/def2-TZVPD.

```
30
Properties=species:S:1:pos:R:3:mulliken_charge:R:1
O -4.10845 -0.48012 -0.47744 -0.590
H -3.28207 -0.13801 -0.81847 0.295
H -4.05974 -1.42348 -0.63218 0.306
O -1.36294 -2.05128 -0.18335 -0.564
H -1.61614 -2.69560 0.47769 0.264
H -1.21000 -2.56709 -0.97505 0.242
O -2.66467 0.18536 2.11766 -0.588
H -3.02801 -0.70001 2.13625 0.313
H -2.02242 0.16636 1.40816 0.290
O 0.02836 1.53810 3.69102 -0.627
H -0.40620 0.76625 3.32822 0.329
H -0.65580 1.98785 4.18688 0.305
O 2.03036 -1.17512 -1.89223 -0.660
H 1.82733 -0.25103 -1.74715 0.301
H 1.35250 -1.47778 -2.49649 0.320
O 0.17068 0.00982 -3.32299 -0.661
H -0.68807 -0.40817 -3.38673 0.321
H 0.07921 0.63810 -2.60667 0.298
O -0.24159 0.31650 0.37166 -0.588
H -0.52836 -0.50947 -0.01792 0.368
H 0.70522 0.33181 0.23191 0.359
O 2.67765 -2.10597 0.60198 -0.597
H 3.23743 -1.48843 1.07266 0.277
H 2.37549 -1.61947 -0.16500 0.411
O 1.39648 3.67359 -0.58412 -0.651
H 1.31597 3.65773 -1.53780 0.322
H 0.71840 3.07234 -0.27601 0.306
O 2.37006 0.75032 0.28619 -0.526
H 2.52600 1.68391 0.42878 0.250
H 3.06331 0.31297 0.78050 0.176
```

Calculated values
SMILES   O.O.O.O.O.O.O.O.O.O
HOMO   -10.854 eV
Total charge   0